No. 1
A molecular structure, C22H19NO5S2, computed with ωB97M-V/def2-TZVPD.

The geometry in XYZ format:
```
49
Properties=species:S:1:pos:R:3
C -2.98256 -0.92570 -1.12257
O -1.81617 -0.32707 -1.72039
C -0.99035 0.16386 -0.77114
S 0.42384 1.18546 -2.19819
O 1.74275 0.99936 -1.51619
O 0.17101 0.62945 -3.49039
C 0.10598 2.99833 -2.26882
C -0.79361 3.42044 -1.31143
C -0.98999 4.77125 -1.04753
C -0.25327 5.69729 -1.79652
C 0.62033 5.26542 -2.79870
C 0.80887 3.90092 -3.05269
S -1.43571 2.04310 -0.24667
O -2.91021 2.14827 -0.33164
O -0.75845 2.23693 1.01801
H -3.66252 -0.97680 -1.95007
H -2.71763 -1.90802 -0.73788
H -3.40596 -0.30952 -0.33359
H -1.66766 5.06558 -0.24400
H -0.35323 6.75708 -1.56814
H 1.19275 5.99147 -3.37443
H 1.50157 3.52593 -3.80483
C 2.38594 -2.82045 2.74407
N 1.33226 -2.23799 1.82016
C 0.24131 -1.59351 2.35366
C 0.06451 -1.66674 3.74059
C -1.04139 -1.07355 4.32861
C -1.96791 -0.39444 3.51894
C -1.78058 -0.31532 2.14411
C -0.66214 -0.85201 1.53294
C -0.17060 -0.46991 0.09097
C 0.61398 -1.72040 -0.45236
C 1.42691 -2.44725 0.46703
C 2.36209 -3.37015 -0.00061
C 2.45754 -3.65008 -1.35107
C 1.60745 -2.99220 -2.25534
C 0.66670 -2.08255 -1.78495
H 3.36496 -2.86747 2.23428
H 2.53200 -2.15197 3.61135
H 2.15297 -3.83770 3.13478
H 0.78359 -2.19117 4.38328
H -1.18482 -1.14606 5.41276
H -2.84408 0.07406 3.96185
H -2.53323 0.21351 1.54796
H 0.49490 0.35540 0.30761
H 3.02507 -3.88473 0.69673
H 3.19154 -4.38644 -1.69026
H 1.67528 -3.20287 -3.31890
H -0.02403 -1.64101 -2.51039
```

Values from the calculation:
F_max: 0.1722 hartree/bohr
Charge: 0
Energy: -2076.9094 Ha
Highest occupied orbital energy: -0.2728 Ha
Kohn-Sham gap: 7.3 eV

---

No. 2
A molecular structure, C22H20CsN5O3S2, computed with ωB97M-V/def2-TZVPD.

The geometry in XYZ format:
```
53
Properties=species:S:1:pos:R:3
Cs -0.09047 0.67266 -0.61301
S 5.58298 -0.79652 -0.23033
C 3.87429 -1.05397 -0.34363
N 3.11137 -0.09189 0.03950
C 3.88438 0.97888 0.48006
C 3.37529 2.18191 0.97615
C 4.26162 3.15830 1.37292
C 5.64698 2.95493 1.28512
C 6.16397 1.77132 0.80360
C 5.26578 0.78205 0.40173
H 3.49750 -1.99417 -0.72281
H 2.30638 2.33162 1.05251
H 3.88337 4.09304 1.76541
H 6.32146 3.73845 1.60429
H 7.23252 1.61583 0.74166
N -0.00758 -2.65537 7.05565
C 0.04565 -2.64116 5.69741
O 0.11087 -3.66946 5.05254
C 0.01949 -1.29806 5.02670
C 0.01824 -0.07571 5.68585
C -0.00278 1.08960 4.94042
C -0.02025 0.99592 3.55585
N -0.02137 -0.17219 2.90927
C -0.00233 -1.28438 3.63527
H 0.01707 -3.55175 7.50908
H -0.05939 -1.82682 7.61487
H 0.03877 -0.00819 6.76678
H 0.00005 2.06205 5.41322
H -0.04004 1.89841 2.95165
H -0.00789 -2.22817 3.10502
O -0.22802 4.03353 2.46542
C -0.15617 4.17576 1.25121
C -0.01238 5.54253 0.57940
C -0.05520 5.21184 -0.90365
C -0.16202 3.69102 -0.91524
O -0.20944 3.02528 -1.95254
N -0.20627 3.16412 0.33635
H 0.92568 5.99633 0.90039
H -0.81800 6.19415 0.91760
H 0.83346 5.51234 -1.45846
H -0.91704 5.63026 -1.42574
S -3.22862 -0.10724 0.23424
C -3.31710 1.57006 0.31920
N -3.24994 2.19672 1.53215
C -3.28218 3.53572 1.72479
C -3.42661 4.37321 0.66620
C -3.49800 3.79867 -0.62119
C -3.43983 2.44762 -0.79288
H -3.10816 1.58080 2.32234
H -3.16929 3.87057 2.74464
H -3.45622 5.44097 0.81883
H -3.58378 4.44031 -1.48940
H -3.47204 2.00310 -1.77621
```

Values from the calculation:
F_max: 0.0391 hartree/bohr
Charge: 0
Energy: -2166.4818 Ha
Highest occupied orbital energy: -0.2891 Ha
Kohn-Sham gap: 8.1 eV

---

No. 3
A molecular structure, C22H20F6GeN6O6ReS2, computed with ωB97M-V/def2-TZVPD.

The geometry in XYZ format:
```
64
Properties=species:S:1:pos:R:3
Re 0.05549 2.14599 -0.45705
N 2.39633 2.77284 0.09756
N 2.31103 3.14008 1.45193
C 1.32092 2.66875 2.21853
N 1.22973 3.04031 3.47024
N 0.51870 1.76124 1.58144
N -0.08060 0.76964 2.32204
O -0.16943 0.84968 3.51391
O -0.48197 -0.21967 1.68515
H 3.17061 2.12633 -0.02711
H 2.55070 3.60540 -0.46496
H 2.91099 3.87735 1.79667
H 1.87791 3.70011 3.87858
H 0.51953 2.64539 4.06947
F -4.49027 1.86449 0.79497
C -4.26816 2.98897 0.13216
F -4.76223 4.01518 0.75891
F -4.71767 2.89549 -1.09858
S -2.41127 3.12785 0.05072
O -2.01066 1.81233 -0.58328
O -1.87459 3.26060 1.37465
N -2.08436 4.29987 -0.94393
S -0.64123 4.94035 -1.03491
O -0.55173 6.34180 -1.06688
O 0.28431 4.21289 -0.10034
C -0.01597 4.23101 -2.65294
F -0.41384 4.83478 -3.71343
F -0.46013 2.89263 -2.65119
F 1.30199 4.17451 -2.59990
C 0.62188 0.48842 -0.74332
Ge 0.52979 -1.28041 -0.07421
C 1.84669 -2.18714 0.94986
C 3.16386 -1.86674 0.62228
C 4.17253 -2.49898 1.33770
C 3.85142 -3.40686 2.34006
C 2.52596 -3.69475 2.65157
C 1.49441 -3.08680 1.94983
C -1.28643 -2.26247 -0.54930
C -2.26916 -1.23280 -0.47787
C -3.31527 -1.32214 0.40919
C -3.43299 -2.42666 1.24842
C -2.45056 -3.41911 1.25616
C -1.38899 -3.33686 0.39080
C -0.42410 -2.44287 -1.81349
C -0.45850 -1.47979 -2.84784
C 0.08047 -1.76312 -4.08627
C 0.68914 -2.99099 -4.31896
C 0.80666 -3.91801 -3.28842
C 0.26113 -3.65251 -2.04811
H 3.40378 -1.16704 -0.16934
H 5.20670 -2.28773 1.09985
H 4.64544 -3.89522 2.88973
H 2.28966 -4.39645 3.44068
H 0.46333 -3.29897 2.19688
H -2.22258 -0.39005 -1.14816
H -4.07245 -0.55224 0.42361
H -4.29517 -2.52083 1.89740
H -2.54636 -4.27386 1.91227
H -0.66724 -4.14130 0.37555
H -0.93689 -0.52349 -2.69075
H 0.00532 -1.03622 -4.88375
H 1.07023 -3.22794 -5.30403
H 1.29795 -4.86587 -3.46199
H 0.32623 -4.41845 -1.28847
```

Values from the calculation:
F_max: 0.1413 hartree/bohr
Charge: +3
Energy: -5179.8133 Ha
Highest occupied orbital energy: -0.6420 Ha
Kohn-Sham gap: 7.3 eV

---

No. 4
A molecular structure, C22H20F6GeN6O6ReS2, computed with ωB97M-V/def2-TZVPD.

The geometry in XYZ format:
```
64
Properties=species:S:1:pos:R:3
Re 0.65052 -1.82889 -0.96506
N -0.26392 -2.05706 -2.91959
N -1.63871 -2.38358 -2.73717
C -2.21063 -2.24351 -1.52300
N -3.46910 -2.56178 -1.36253
N -1.36740 -1.73896 -0.57148
N -1.91405 -1.18706 0.57035
O -3.00759 -1.49062 0.93942
O -1.21981 -0.32004 1.13555
H -0.19446 -1.24772 -3.53481
H 0.17946 -2.85183 -3.38319
H -2.09587 -2.91454 -3.46644
H -4.03462 -2.87647 -2.13934
H -3.88956 -2.54015 -0.44245
F 1.17130 -2.89994 3.90612
C 1.71600 -3.85339 3.15797
F 1.44043 -5.03547 3.63820
F 3.00977 -3.65956 3.04458
S 0.92200 -3.71029 1.48185
O 1.35680 -2.34743 0.98270
O -0.49582 -3.82623 1.58730
N 1.69403 -4.84195 0.71229
S 1.48685 -4.98494 -0.82956
O 1.50807 -6.29340 -1.34017
O 0.39259 -4.07376 -1.28962
C 2.92434 -4.08547 -1.58557
F 4.07898 -4.41394 -1.10985
F 2.73269 -2.69996 -1.28475
F 2.87179 -4.17642 -2.89119
C 0.80571 -0.12319 -0.83051
Ge -0.07029 1.31493 0.03081
C -1.61262 2.15232 -0.69627
C -1.52771 2.63545 -2.00352
C -2.63372 3.26053 -2.55861
C -3.80160 3.39436 -1.81681
C -3.87989 2.90337 -0.51876
C -2.78273 2.27782 0.05342
C 0.88034 2.05745 1.71939
C 1.53557 0.90992 2.26771
C 1.09440 0.34601 3.44074
C -0.00006 0.88537 4.11463
C -0.67984 1.98872 3.60147
C -0.24739 2.57914 2.43673
C 1.51412 2.85615 0.56329
C 2.69830 2.40643 -0.06037
C 3.30667 3.16432 -1.04038
C 2.75452 4.38163 -1.42627
C 1.58021 4.83482 -0.83677
C 0.96237 4.08648 0.14615
H -0.61164 2.55095 -2.57856
H -2.58211 3.65232 -3.56550
H -4.65866 3.88958 -2.25357
H -4.79374 3.01353 0.04931
H -2.84442 1.89554 1.06611
H 2.39540 0.48342 1.77155
H 1.61858 -0.50369 3.85321
H -0.32276 0.44557 5.04992
H -1.52611 2.40369 4.13183
H -0.76131 3.45858 2.07470
H 3.16565 1.47826 0.23656
H 4.22653 2.81710 -1.49028
H 3.24578 4.98160 -2.18092
H 1.15579 5.78584 -1.12775
H 0.06260 4.48006 0.59678
```

Values from the calculation:
F_max: 0.0091 hartree/bohr
Charge: +3
Energy: -5179.8849 Ha
Highest occupied orbital energy: -0.6501 Ha
Kohn-Sham gap: 7.6 eV